Record 1
Entry from the Open Molecules 2025 dataset: a single C20H16ClN3O2S2 molecule (ωB97M-V/def2-TZVPD).

Geometry (Å):
C -7.12326 -1.80094 0.49418
O -6.76675 -0.43857 0.49840
C -5.47955 -0.09997 0.24738
C -5.20827 1.28272 0.26265
C -3.94938 1.76582 0.02301
C -2.90899 0.86937 -0.24290
C -1.53654 1.13186 -0.52275
Cl -0.89253 2.70922 -0.55909
C -0.78740 0.00536 -0.73567
C 0.61003 -0.02803 -1.03242
N 1.30660 1.02958 -1.38862
N 2.57893 0.67286 -1.53534
C 2.66447 -0.60083 -1.26123
S 4.14274 -1.50427 -1.13402
C 5.20693 -0.16781 -0.50904
C 4.57189 0.78363 0.50145
O 5.00854 1.90224 0.59742
C 3.43427 0.29284 1.31453
C 2.37073 1.16978 1.52628
C 1.23939 0.74194 2.19489
C 1.17516 -0.55115 2.68869
C 2.25153 -1.40996 2.52775
C 3.37672 -0.99705 1.83746
N 1.44204 -1.11804 -0.94657
C 1.14918 -2.47610 -0.59883
S -1.76751 -1.44293 -0.59480
C -3.19047 -0.50516 -0.25298
C -4.46120 -1.00584 -0.01156
H -6.58266 -2.35894 1.26506
H -6.94186 -2.25938 -0.48288
H -8.18950 -1.82639 0.71190
H -6.03113 1.94790 0.46893
H -3.74176 2.82365 0.03303
H 6.06194 -0.66788 -0.04852
H 5.55841 0.42474 -1.35457
H 2.43457 2.16877 1.12324
H 0.40682 1.41646 2.32724
H 0.28869 -0.88817 3.20630
H 2.21087 -2.41005 2.93416
H 4.21173 -1.67113 1.71732
H 0.58250 -2.50915 0.33215
H 2.09244 -3.00657 -0.47054
H 0.56897 -2.95859 -1.38764
H -4.62588 -2.07032 -0.03235

Summary:
Molar mass, g mol⁻¹: 430.0
Energy above the lowest of the compared OMol25 structures with the same formula, charge and spin, kJ/mol: 16.9
Gap between HOMO and LUMO, Eh: 0.294
SMILES: COc1ccc2c(Cl)c(-c3nnc(SCC(=O)c4ccccc4)n3C)sc2c1
Electronic energy, eV: -63757.4949
E_LUMO, eV: 0.157
HOMO energy, Ha: -0.288
Spin multiplicity: 1

Results of the Mulliken charge analysis, in e, for atoms 1 through 2:
1. C -0.809
2. O -0.449

=====

Record 2
Entry from the Open Molecules 2025 dataset: a molecular structure, C44H59ClF6N4O3PSeSiTeZn (ωB97M-V/def2-TZVPD).

Geometry (Å):
Zn 0.64973 -0.04183 0.22628
Cl 3.87705 4.14317 5.72301
C 3.24374 2.97454 4.58530
C 3.77727 1.67445 4.56916
C 3.31812 0.74823 3.67844
C 2.28862 1.04722 2.72624
O 1.92619 0.14306 1.90596
C 1.75137 2.38147 2.78810
C 0.66806 2.82582 1.96932
O 0.06540 2.20518 1.09455
C 2.24776 3.31400 3.72234
H 4.56008 1.41936 5.27246
H 3.72720 -0.25375 3.65817
H 0.34170 3.86387 2.16913
H 1.82489 4.31204 3.74184
C -0.07849 -3.05090 1.21423
C -1.10532 -2.06753 1.72265
O -2.00371 -2.43154 2.47594
N -0.93653 -0.77805 1.32358
Te -2.35967 0.44419 1.95915
C -4.20716 -0.40878 2.63736
C -5.23803 -0.25598 1.70358
C -5.02995 -0.05633 0.22454
C -6.56004 -0.37482 2.13468
C -6.87514 -0.67113 3.44628
C -8.30230 -0.76489 3.91249
C -5.82660 -0.92381 4.32433
C -4.49382 -0.81583 3.95094
C -3.45458 -1.21532 4.96171
C -1.68450 1.11775 3.87753
C -2.28451 2.33166 4.24097
C -3.40252 2.96174 3.44332
C -1.83752 3.00371 5.37442
C -0.80506 2.50758 6.15269
C -0.32721 3.23661 7.37710
C -0.23494 1.29864 5.77872
C -0.64621 0.58568 4.65694
C 0.02182 -0.73668 4.39898
H -0.04125 -3.90055 1.89234
H 0.90894 -2.59575 1.13545
H -0.38545 -3.39546 0.22832
H -3.99419 0.10002 -0.06907
H -5.62967 0.77772 -0.14381
H -5.34305 -0.96157 -0.29713
H -7.35373 -0.23939 1.40737
H -8.99263 -0.44263 3.13393
H -8.46356 -0.14090 4.79311
H -8.55512 -1.79068 4.18737
H -6.05039 -1.22610 5.34236
H -3.91641 -1.84683 5.72026
H -3.01301 -0.35304 5.46240
H -2.66533 -1.77762 4.46914
H -4.18464 2.24488 3.18554
H -3.03302 3.38173 2.50464
H -3.86361 3.76501 4.01685
H -2.31260 3.94000 5.64784
H -0.69543 4.26200 7.39418
H 0.76097 3.26256 7.41448
H -0.67858 2.73817 8.28345
H 0.56933 0.88806 6.37937
H 0.79499 -0.90829 5.14686
H 0.48921 -0.76430 3.41814
H -0.69616 -1.55530 4.44369
F -1.44626 -1.84947 -1.38817
P -2.92976 -2.42896 -1.78691
F -3.35756 -0.92731 -2.26018
F -2.39929 -2.73879 -3.27917
F -4.39667 -2.97571 -2.16318
F -2.46881 -3.89776 -1.30248
F -3.43058 -2.08234 -0.28330
Se -5.08466 4.36604 -0.56727
N -4.73400 4.18389 -2.29865
C -3.80960 3.25304 -2.38897
C -3.23146 2.77507 -3.60925
C -2.30475 1.80047 -3.51045
C -1.93393 1.27707 -2.21952
N -2.41581 1.66896 -1.08520
C -3.35811 2.66328 -1.14007
N -3.92474 3.13694 -0.05022
H -3.54912 3.18865 -4.55650
H -1.83388 1.37901 -4.38814
H -1.21103 0.47034 -2.17496
C 3.44708 -2.12886 0.00090
C 3.88246 -0.93113 -0.86105
C 4.64402 0.00705 0.08697
C 4.89752 -1.44162 -1.89240
Si 2.27600 -0.07751 -1.62551
C 2.76030 1.74620 -2.17287
C 2.79863 2.66156 -0.93975
C 4.11201 1.85314 -2.89375
C 1.70206 2.35348 -3.10281
C 1.71532 -1.09783 -3.20142
C 1.58616 -2.58276 -2.82946
C 2.66237 -0.97642 -4.40594
C 0.32418 -0.67610 -3.69821
H 4.33718 -2.63698 0.39358
H 2.86685 -2.86312 -0.55523
H 2.85750 -1.79412 0.85316
H 5.43132 -0.56480 0.59471
H 3.99444 0.41898 0.85348
H 5.13115 0.83063 -0.43391
H 5.77150 -1.84178 -1.36267
H 5.25092 -0.65090 -2.55486
H 4.49704 -2.24758 -2.50532
H 3.46643 2.30545 -0.15725
H 1.80047 2.76038 -0.51256
H 3.13526 3.66356 -1.23571
H 4.95040 1.62253 -2.23852
H 4.25206 2.88288 -3.24730
H 4.17608 1.19705 -3.76068
H 0.69970 2.27631 -2.67423
H 1.69426 1.88851 -4.08783
H 1.91675 3.42012 -3.24554
H 2.55023 -3.04877 -2.62732
H 1.12219 -3.12648 -3.65960
H 0.94214 -2.71956 -1.95792
H 3.69128 -1.24483 -4.17823
H 2.66224 0.03504 -4.81437
H 2.31358 -1.64424 -5.20314
H -0.43632 -0.84177 -2.93802
H 0.04580 -1.30140 -4.55404
H 0.29084 0.36159 -4.02780

Summary:
Molar mass, g mol⁻¹: 1172.4
Charge: -1
Gap between HOMO and LUMO, Eh: 0.244
Electronic energy, eV: -225749.6447
E_LUMO, eV: 1.049
HOMO energy, Ha: -0.205
Spin multiplicity: 1

Results of the Mulliken charge analysis, in e, for atoms 1 through 2:
1. Zn 1.498
2. Cl -0.266

=====

Record 3
Entry from the Open Molecules 2025 dataset: a gas-phase ion, C6H15NO (charge +1) (ωB97M-V/def2-TZVPD).

Geometry (Å):
C 2.13358 -1.02248 0.26093
O 2.19907 -1.22975 -1.21954
C 0.77859 -0.31570 0.52012
C -0.34092 -0.12257 -0.64098
C -1.45755 0.74289 -0.06427
C -2.48575 1.06554 -1.15953
C -1.05091 1.96850 0.79447
N 0.25479 -1.15542 1.55333
H 3.00428 -0.68420 0.85829
H 2.25374 -2.12244 0.39633
H 2.67004 -0.53638 -1.74467
H 1.06406 0.63348 0.87636
H -0.74127 -1.09067 -0.98595
H 0.06729 0.35816 -1.52728
H -1.92142 0.06317 0.59207
H -3.46734 1.20705 -0.84035
H -2.81366 0.33087 -2.00722
H -1.83680 1.88650 -1.62558
H -0.68388 1.75448 1.80788
H -0.13236 2.52710 0.35092
H -1.88572 2.59057 0.85631
H -0.44197 -0.66345 2.14159
H 0.02663 -2.22534 1.46992

Summary:
Molar mass, g mol⁻¹: 117.2
Expectation value of S²: 0.755
Charge: +1
Energy above the lowest of the compared OMol25 structures with the same formula, charge and spin, kJ/mol: 346.9
Gap between HOMO and LUMO (alpha / beta), Eh: 0.417 / 0.236
Electronic energy, eV: -9991.6436
E_LUMO (alpha / beta), eV: -3.357 / -8.271
HOMO energy (alpha / beta), Ha: -0.540 / -0.539
Spin multiplicity: 2

Results of the Mulliken charge analysis, in e, for atoms 1 through 2:
1. C -0.771
2. O -0.539

=====

Record 4
Entry from the Open Molecules 2025 dataset: a molecular structure, C38H51BBrIrN6O3S4 (ωB97M-V/def2-TZVPD).

Geometry (Å):
Ir -1.18993 1.97060 0.24382
C -4.37341 -1.98320 -0.79621
C -2.97483 -1.82669 -1.31018
C -2.44527 -2.62650 -2.30208
C -1.14002 -2.41605 -2.76578
N -0.40494 -1.40620 -2.28389
N -0.90241 -0.65657 -1.34470
B 0.03229 0.41303 -0.70183
N 1.01438 1.03651 -1.73961
N 1.99582 0.24355 -2.15206
C 2.89127 0.73630 -2.98813
C 2.82115 2.08636 -3.39792
C 1.79567 2.89702 -2.98041
C 1.69023 4.34621 -3.35451
C 0.86373 2.29206 -2.12309
S -0.51647 3.17900 -1.49676
C 3.99124 -0.16961 -3.50031
C 3.85828 -1.57998 -2.92765
C 3.88000 -0.22912 -5.03485
C 5.35422 0.42096 -3.10212
N 0.79773 -0.29001 0.43575
N 0.60300 -1.59401 0.64267
C 1.18959 -2.14492 1.67547
C 2.10904 -1.39640 2.46222
C 2.29112 -0.05962 2.24629
C 3.18704 0.81242 3.07185
C 1.49665 0.49079 1.22465
S 1.22775 2.19016 0.97915
C 0.84421 -3.57934 2.01743
C 0.34530 -3.60307 3.47440
C 2.10071 -4.45160 1.88450
C -0.26216 -4.10297 1.10254
C -2.11801 -0.82996 -0.81522
S -2.60013 0.20001 0.48956
C -0.45310 -3.30874 -3.77868
C 0.64344 -4.06908 -3.00199
C 0.17109 -2.43065 -4.87588
C -1.41429 -4.31733 -4.40551
H -4.87332 -2.81444 -1.28593
H -4.95186 -1.07465 -0.97448
H -4.37594 -2.15941 0.28185
H -3.04877 -3.41288 -2.73415
H 3.59372 2.49318 -4.03770
H 2.46487 4.61560 -4.06732
H 1.80783 4.97271 -2.46742
H 0.71714 4.57788 -3.78983
H 2.90628 -2.02733 -3.21556
H 3.92198 -1.57526 -1.83799
H 4.66412 -2.20010 -3.31821
H 2.90196 -0.60055 -5.34824
H 4.64145 -0.90694 -5.42016
H 4.04227 0.74597 -5.49783
H 5.44371 0.51770 -2.01811
H 5.53398 1.39732 -3.55557
H 6.14214 -0.24764 -3.44808
H 2.63084 -1.87605 3.28100
H 3.59949 0.26421 3.91485
H 2.64319 1.68610 3.44391
H 4.01610 1.18577 2.46597
H 1.14872 -3.39845 4.18373
H -0.04877 -4.59361 3.70124
H -0.45123 -2.87074 3.62641
H 2.88921 -4.12890 2.56689
H 2.49469 -4.43008 0.86623
H 1.85355 -5.48333 2.13470
H -1.17087 -3.50559 1.21977
H -0.49271 -5.13446 1.36624
H 0.04196 -4.07023 0.05463
H 1.28685 -3.38380 -2.44778
H 1.25112 -4.63849 -3.70530
H 0.19570 -4.77175 -2.29580
H 0.77094 -1.63071 -4.44087
H -0.60662 -1.97854 -5.49491
H 0.80327 -3.04186 -5.51928
H -1.84002 -4.99585 -3.66331
H -0.86528 -4.92939 -5.12005
H -2.22451 -3.82627 -4.94960
O -2.91897 3.23017 0.22915
S -2.93159 4.65447 0.90615
C -4.50916 5.35453 0.37744
C -5.04445 6.04377 1.62558
C -4.85569 5.05891 2.78130
C -3.46712 4.42587 2.63354
H -5.12160 4.51520 0.04322
H -4.32434 6.02909 -0.45631
H -6.09391 6.30281 1.49932
H -4.49173 6.96632 1.81220
H -5.62512 4.28791 2.74759
H -4.95025 5.57250 3.73578
H -3.44190 3.35444 2.81730
H -2.70596 4.90436 3.24983
Br 0.39056 3.95464 4.11339
C -0.51771 2.60313 5.08713
C -0.57641 2.77889 6.45812
C -1.19469 1.82454 7.25581
C -1.71004 0.66734 6.69350
C -1.63435 0.48289 5.32574
C -1.06290 1.45583 4.50002
C -1.11489 1.17115 3.04065
O -1.04918 0.01114 2.63262
O -1.29578 2.21004 2.25466
H -0.13792 3.66053 6.90460
H -1.27282 1.99115 8.32194
H -2.17164 -0.08802 7.31419
H -2.02760 -0.41615 4.87076

Summary:
Molar mass, g mol⁻¹: 1051.1
Expectation value of S²: 0.784
Charge: +3
Energy above the lowest of the compared OMol25 structures with the same formula, charge and spin, kJ/mol: 132.8
Gap between HOMO and LUMO (alpha / beta), Eh: 0.180 / 0.156
Electronic energy, eV: -172193.1846
E_LUMO (alpha / beta), eV: -10.709 / -11.356
HOMO energy (alpha / beta), Ha: -0.574 / -0.573
Spin multiplicity: 2

Results of the Mulliken charge analysis, in e, for atoms 1 through 2:
1. Ir 1.433
2. C -1.841